46
Properties=species:S:1:pos:R:3 method="wB97M-V/def2-TZVPD" de_lowest_ev=0.195 total_charge=-1 lumo_energy_ev=2.2 spin_multiplicity=1 orbital_gap_ha=0.245
C 2.836 -1.584 0.521
C 2.872 -0.410 1.240
C 1.926 -0.187 2.278
N 1.880 1.056 2.962
O 1.012 1.223 3.851
O 2.706 1.942 2.643
C 0.987 -1.202 2.599
C 0.966 -2.373 1.887
C 1.748 -2.580 0.662
O 1.425 -3.483 -0.192
H 3.585 -1.764 -0.250
H 3.608 0.380 1.050
H 0.297 -1.013 3.427
H 0.276 -3.171 2.159
C 2.313 -10.129 -2.784
O 0.958 -9.730 -2.468
C 0.720 -8.418 -2.179
C 1.744 -7.424 -2.237
C 1.409 -6.111 -2.012
C 0.108 -5.712 -1.729
C -0.052 -4.250 -1.449
C 0.044 -3.364 -2.512
C -0.227 -1.919 -2.305
O -0.723 -1.381 -1.303
C 0.313 -1.244 -3.511
C 0.893 -2.187 -4.368
C 1.475 -1.792 -5.579
C 1.457 -0.431 -5.929
C 0.854 0.511 -5.080
C 0.277 0.109 -3.863
C 0.740 -3.566 -3.821
O 1.154 -4.583 -4.364
C -0.908 -6.690 -1.627
C -0.620 -8.026 -1.856
H 2.237 -11.214 -2.900
H 2.657 -9.665 -3.729
H 3.018 -9.881 -1.968
H 2.779 -7.683 -2.478
H 2.194 -5.369 -1.961
H -0.889 -4.020 -0.766
H 1.925 -2.559 -6.212
H 1.920 -0.112 -6.862
H 0.840 1.562 -5.358
H -0.199 0.810 -3.177
H -1.916 -6.416 -1.343
H -1.372 -8.824 -1.825

***

9
Properties=species:S:1:pos:R:3 method="wB97M-V/def2-TZVPD" de_lowest_ev=1.703 total_charge=0 lumo_energy_ev=-1.4 smiles="NS(=O)(=O)[N+](=O)[O-]" spin_multiplicity=1 orbital_gap_ha=0.385
N 0.208 0.200 -0.598
S 1.526 0.845 0.091
O 2.227 -0.207 0.800
O 2.172 1.709 -0.815
N 0.850 1.790 1.399
O -0.333 1.729 1.610
O 1.803 2.450 2.015
H -0.221 -0.625 -0.071
H -0.571 0.864 -0.703

***

Copy entry 2 word for word.
9
Properties=species:S:1:pos:R:3 method="wB97M-V/def2-TZVPD" de_lowest_ev=1.703 total_charge=0 lumo_energy_ev=-1.4 smiles="NS(=O)(=O)[N+](=O)[O-]" spin_multiplicity=1 orbital_gap_ha=0.385
N 0.208 0.200 -0.598
S 1.526 0.845 0.091
O 2.227 -0.207 0.800
O 2.172 1.709 -0.815
N 0.850 1.790 1.399
O -0.333 1.729 1.610
O 1.803 2.450 2.015
H -0.221 -0.625 -0.071
H -0.571 0.864 -0.703

***

Repeat the second record exactly.
9
Properties=species:S:1:pos:R:3 method="wB97M-V/def2-TZVPD" de_lowest_ev=1.703 total_charge=0 lumo_energy_ev=-1.4 smiles="NS(=O)(=O)[N+](=O)[O-]" spin_multiplicity=1 orbital_gap_ha=0.385
N 0.208 0.200 -0.598
S 1.526 0.845 0.091
O 2.227 -0.207 0.800
O 2.172 1.709 -0.815
N 0.850 1.790 1.399
O -0.333 1.729 1.610
O 1.803 2.450 2.015
H -0.221 -0.625 -0.071
H -0.571 0.864 -0.703

***

What did the second record say?
9
Properties=species:S:1:pos:R:3 method="wB97M-V/def2-TZVPD" de_lowest_ev=1.703 total_charge=0 lumo_energy_ev=-1.4 smiles="NS(=O)(=O)[N+](=O)[O-]" spin_multiplicity=1 orbital_gap_ha=0.385
N 0.208 0.200 -0.598
S 1.526 0.845 0.091
O 2.227 -0.207 0.800
O 2.172 1.709 -0.815
N 0.850 1.790 1.399
O -0.333 1.729 1.610
O 1.803 2.450 2.015
H -0.221 -0.625 -0.071
H -0.571 0.864 -0.703